{"formula": "C4H20O7", "method": "ωB97M-V with the def2-TZVPD basis set", "charge": 0, "de_lowest_kcal_mol": 81.7, "homo_lumo_gap_ev": 9.81, "species": ["C", "C", "C", "C", "H", "H", "H", "H", "H", "H", "O", "H", "H", "O", "H", "H", "O", "H", "H", "O", "H", "H", "O", "H", "H", "O", "H", "H", "O", "H", "H"], "positions_angstrom": [[-1.613, -0.957, 1.378], [-1.745, -2.069, 0.666], [-0.474, -2.871, 0.478], [0.066, -3.343, -0.649], [-0.618, -0.540, 1.541], [-2.500, -0.287, 1.627], [-2.727, -2.345, 0.253], [-0.064, -3.083, 1.459], [1.147, -3.553, -0.512], [-0.371, -3.015, -1.731], [1.678, 1.244, 2.980], [2.482, 0.878, 3.224], [1.677, 0.798, 2.032], [-0.868, 1.167, 2.988], [-1.117, 0.240, 3.196], [-0.058, 1.322, 3.501], [-0.560, 1.873, -2.199], [-0.999, 1.891, -1.160], [-1.344, 1.685, -2.793], [-0.510, -0.226, -4.214], [0.304, -0.366, -3.701], [-1.185, -0.490, -3.713], [1.362, 0.049, -2.321], [2.112, 0.538, -2.649], [0.618, 0.784, -2.021], [2.699, 0.442, 0.545], [2.018, 0.707, 0.004], [3.254, 0.217, -0.236], [-1.074, 2.327, 0.710], [-0.784, 3.161, 1.038], [-1.062, 1.892, 1.484]]}

{"formula": "C4H21N2O4", "method": "ωB97M-V with the def2-TZVPD basis set", "charge": 1, "de_lowest_kcal_mol": 92.8, "homo_lumo_gap_ev": 9.77, "species": ["C", "C", "C", "C", "N", "N", "H", "H", "H", "H", "H", "H", "H", "H", "H", "H", "H", "H", "H", "H", "H", "O", "H", "H", "O", "H", "H", "O", "H", "H", "O"], "positions_angstrom": [[-1.274, -1.604, -0.455], [-1.639, -1.492, 0.944], [-2.312, -0.232, 1.576], [-1.572, 1.163, 1.214], [-0.649, 1.213, 2.463], [0.047, -0.962, -0.624], [-1.336, -2.689, -0.783], [-2.136, -1.225, -1.135], [-0.743, -1.532, 1.642], [-2.443, -2.286, 1.159], [-3.361, -0.174, 1.397], [-2.300, -0.282, 2.702], [-2.275, 2.013, 1.397], [-1.146, 1.042, 0.244], [-1.103, 1.749, 3.218], [0.126, 1.787, 2.242], [0.045, -0.254, 0.143], [0.254, -0.550, -1.592], [0.826, -1.635, -0.522], [3.232, 3.184, 0.434], [2.508, 3.083, -1.094], [2.849, 2.551, -0.338], [2.766, -0.331, 0.655], [3.538, -1.467, 0.588], [2.989, -0.961, -0.002], [2.928, 0.300, -2.330], [2.689, -1.142, -1.832], [2.467, -0.413, -2.624], [-1.354, -0.112, -3.524], [-0.467, 0.971, -2.614], [-1.156, 0.287, -2.551]]}

{"formula": "C4H21NO8", "method": "ωB97M-V with the def2-TZVPD basis set", "charge": 0, "de_lowest_kcal_mol": 61.5, "homo_lumo_gap_ev": 10.03, "species": ["N", "C", "O", "C", "C", "C", "O", "H", "H", "H", "H", "H", "H", "H", "H", "H", "O", "H", "H", "O", "H", "H", "O", "H", "H", "O", "H", "H", "O", "H", "H", "O", "H", "H"], "positions_angstrom": [[-2.286, 1.010, 1.009], [-2.263, 0.331, -0.151], [-2.186, -0.915, -0.178], [-2.201, 1.231, -1.334], [-0.782, 1.338, -1.694], [-0.257, 0.292, -2.567], [1.148, 0.332, -2.346], [-2.197, 1.983, 1.109], [-2.054, 0.415, 1.921], [-2.899, 0.678, -2.188], [-2.625, 2.233, -1.181], [-0.487, 2.314, -2.217], [-0.247, 1.357, -0.759], [-0.808, -0.733, -2.375], [-0.399, 0.577, -3.623], [1.406, -0.589, -2.007], [1.324, -3.060, -1.672], [1.010, -2.822, -0.771], [0.392, -3.259, -2.020], [1.336, 3.445, -2.725], [2.117, 3.212, -2.234], [1.293, 2.791, -3.342], [2.642, 0.160, 3.734], [2.159, 1.054, 3.794], [2.097, -0.514, 3.346], [2.473, -2.233, 1.178], [2.811, -3.158, 1.575], [3.111, -1.639, 1.146], [-0.126, 0.937, 3.029], [0.152, 0.090, 3.078], [0.463, 1.423, 2.546], [-0.954, -2.086, 2.445], [-0.018, -2.359, 2.264], [-1.519, -1.915, 1.632]]}